[1]
Formula: C24H28N2O5
Source: OMol25
Level of theory: wB97M-V/def2-TZVPD

gap between HOMO and LUMO = 8.33 eV
molar mass = 424.5 g mol⁻¹
HOMO level = -7.81 eV
SMILES = CCOc1ccc([C@H]2[C@H](C(=O)O)c3ccccc3C(=O)N2CCN2CCOCC2)cc1
maximum force = 0.71 eV Å⁻¹

Geometry as ORCA input:
```
! wB97M-V def2-TZVPD RIJCOSX def2/J DEFGRID3
* xyz 0 1
C -6.41331 -2.90244 -0.27744
C -6.55331 -1.38316 -0.30569
O -5.64857 -0.73675 0.56745
C -4.33876 -0.62104 0.22695
C -3.77862 -0.98384 -0.99428
C -2.42705 -0.79156 -1.21712
C -1.60331 -0.24041 -0.24672
C -2.16532 0.11858 0.97208
C -3.51038 -0.06910 1.20608
H -3.95129 0.20770 2.15027
H -1.55003 0.54066 1.75176
C -0.13642 -0.02498 -0.56131
N 0.69863 0.01701 0.62133
C 0.89115 1.14686 1.34594
O 1.55272 1.15818 2.37269
C 0.24047 2.37748 0.82205
C 0.06740 3.46082 1.67519
C -0.54873 4.61070 1.21882
C -0.99176 4.68331 -0.09192
C -0.81397 3.61009 -0.94916
C -0.19804 2.45550 -0.49742
C 0.04916 1.26704 -1.37673
C 1.45240 1.30386 -1.97000
O 2.08680 0.32819 -2.27273
O 1.90418 2.54270 -2.13934
H 2.79850 2.53738 -2.51854
H -0.64694 1.26354 -2.22295
H -1.15313 3.67088 -1.97296
H -1.47605 5.57964 -0.44995
H -0.68432 5.45092 1.88298
H 0.42436 3.37642 2.69052
C 1.16519 -1.26042 1.12465
H 1.50218 -1.10929 2.15146
H 0.31397 -1.94801 1.13191
C 2.31976 -1.85241 0.29404
N 3.56773 -1.85257 1.04002
C 4.13554 -0.53556 1.29412
C 4.80191 0.06513 0.05176
O 5.80299 -0.79496 -0.46036
C 5.26180 -2.06155 -0.77220
C 4.59771 -2.69729 0.45754
H 4.16923 -3.66604 0.19281
H 5.36074 -2.85006 1.22745
H 6.09832 -2.67122 -1.11893
H 4.52838 -1.96168 -1.58755
H 5.30450 1.00163 0.29915
H 4.05072 0.25559 -0.72926
H 3.36733 0.13490 1.67519
H 4.89566 -0.66283 2.07116
H 2.09418 -2.89734 0.06548
H 2.38659 -1.30971 -0.65985
H 0.21693 -0.86044 -1.17815
H -2.00681 -1.08421 -2.16945
H -4.37708 -1.41520 -1.78100
H -6.44826 -0.99881 -1.32782
H -7.53986 -1.09550 0.06830
H -7.16455 -3.35175 -0.92106
H -5.42695 -3.20927 -0.61675
H -6.55427 -3.26532 0.73747
*
```

***

[2]
Formula: C38H29ClMgN7O5
Source: OMol25
Level of theory: wB97M-V/def2-TZVPD

gap between HOMO and LUMO = 5.06 eV
molar mass = 723.5 g mol⁻¹
HOMO level = -3.95 eV
maximum force = 1.59 eV Å⁻¹

Geometry as ORCA input:
```
! wB97M-V def2-TZVPD RIJCOSX def2/J DEFGRID3
* xyz -1 1
Mg 0.71530 -0.98818 0.20778
O 4.63964 -1.30375 -0.79037
C 3.54465 -1.51378 -0.24287
N 2.35137 -1.77371 -0.75564
C 2.09893 -2.06369 -2.08102
C 3.05152 -2.16076 -3.10156
C 2.66656 -2.51241 -4.38643
C 1.33963 -2.80830 -4.65957
C 0.37845 -2.73943 -3.65981
C 0.72389 -2.34013 -2.35867
N -0.12520 -2.22529 -1.26212
C -1.42047 -2.55542 -1.31971
O -2.09639 -2.87300 -2.31201
C -2.11763 -2.64255 0.02251
C -3.50666 -2.54707 0.03576
C -4.18354 -2.72674 1.22633
C -3.45111 -3.03847 2.36067
C -2.07436 -3.11859 2.24903
N -1.40513 -2.91352 1.11858
C 3.47452 -1.52750 1.26670
C 4.65227 -1.41078 2.00011
C 4.59609 -1.48748 3.37896
C 3.36302 -1.70030 3.98050
C 2.24644 -1.82093 3.17055
N 2.28488 -1.72545 1.84383
H 4.08617 -1.96410 -2.86758
H 3.40515 -2.55624 -5.17949
H 1.04148 -3.10823 -5.65807
H -0.64473 -2.99750 -3.87036
H -4.01159 -2.31992 -0.89200
H -5.26228 -2.64175 1.26436
H -3.93365 -3.20741 3.31477
H -1.48062 -3.38311 3.12136
H 5.57608 -1.27114 1.45736
H 5.49340 -1.39804 3.97869
H 3.26427 -1.76410 5.05577
H 1.27361 -1.99914 3.61154
C -1.12763 1.59902 5.22630
C -1.18183 0.35416 4.62186
C -0.41723 0.09552 3.50140
C 0.42159 1.07598 2.98020
C 0.46781 2.33858 3.58701
C -0.30440 2.59109 4.70166
N 1.13883 0.74263 1.81994
N 1.84718 1.67142 1.37917
C 2.34007 1.57026 0.08562
C 3.38088 2.43015 -0.27842
C 3.68642 2.56823 -1.61523
C 2.94653 1.85618 -2.54895
C 1.97703 0.97675 -2.09622
N 1.69241 0.81404 -0.81006
H -1.74221 1.81050 6.09204
H -1.85078 -0.40494 5.00642
H -0.48723 -0.83488 2.96006
H 1.09855 3.10164 3.15448
H -0.28804 3.57213 5.15975
H 3.91575 2.96378 0.49510
H 4.47254 3.24170 -1.93066
H 3.12222 1.97622 -3.60825
H 1.40149 0.38043 -2.79376
C -3.25087 4.41140 -1.48190
C -3.19594 3.08222 -2.18662
C -4.19539 2.72214 -3.08154
C -4.12387 1.51863 -3.76085
Cl -5.39165 1.10667 -4.88172
C -3.06628 0.64810 -3.57145
C -2.07157 0.99794 -2.67210
C -2.13528 2.19733 -1.97779
O -1.11313 2.54613 -1.11876
C -1.42811 2.37073 0.26397
C -1.68768 0.90566 0.71090
O -2.62415 0.71734 1.48622
O -0.85404 0.04373 0.28864
H -3.71621 5.16285 -2.11989
H -2.24497 4.73806 -1.22090
H -3.83364 4.34251 -0.56038
H -5.02789 3.39152 -3.25997
H -3.01642 -0.30249 -4.08207
H -1.24188 0.33099 -2.48231
H -2.29538 2.97127 0.54845
H -0.54953 2.73461 0.80271
*
```

***

[3]
Formula: C5H13NO3
Source: OMol25
Level of theory: wB97M-V/def2-TZVPD

gap between HOMO and LUMO = 9.91 eV
molar mass = 135.2 g mol⁻¹
HOMO level = -9.19 eV
SMILES = C[C@](O)(CO)C[C@@H](N)O
maximum force = 3.47 eV Å⁻¹

Geometry as ORCA input:
```
! wB97M-V def2-TZVPD RIJCOSX def2/J DEFGRID3
* xyz 0 1
C -0.28392 -0.14166 -0.69210
C 0.53172 0.31529 1.77494
C -1.51125 -0.97788 -1.51056
C -0.53426 -0.46816 0.74981
C -0.32342 1.32804 -1.07668
N 1.91724 0.22950 1.38039
O 0.93058 -0.73279 -1.13802
O 0.20010 1.67177 1.90309
O -1.30592 -2.37777 -1.37841
H 1.65746 -0.19685 -0.76487
H 0.87239 2.14531 1.38825
H -0.35546 -2.50965 -1.55461
H 0.38193 -0.14259 2.75869
H 2.18031 -0.75552 1.32971
H 2.49526 0.61912 2.12858
H -1.44336 -0.71879 -2.57270
H -2.51282 -0.72762 -1.15296
H -0.40402 -1.53759 0.93954
H -1.52965 -0.14069 1.06046
H 0.58813 1.84628 -0.76398
H -0.36257 1.43782 -2.16624
H -1.18847 1.83444 -0.64232
*
```

***

[4]
Formula: C4H14NO2
Source: OMol25
Level of theory: wB97M-V/def2-TZVPD

gap between HOMO and LUMO = 5.73 eV
molar mass = 108.2 g mol⁻¹
HOMO level = -13.72 eV
maximum force = 3.58 eV Å⁻¹

Geometry as ORCA input:
```
! wB97M-V def2-TZVPD RIJCOSX def2/J DEFGRID3
* xyz 1 1
C 1.30393 0.42177 0.98335
C 0.55076 0.02014 -0.33395
C 0.76157 -1.52262 -0.47356
C 0.04416 -2.20744 0.58149
O 0.20435 -1.82357 -1.75108
N -0.85153 0.35075 -0.24486
H 0.96645 0.00447 1.93388
H 1.34819 1.50814 1.05540
H 2.34429 0.08881 0.85400
H 1.02686 0.57974 -1.13640
H 1.84711 -1.67269 -0.48405
H 0.42389 -2.74512 1.44370
H -0.97196 -2.44845 0.26357
H -1.02760 -0.46672 3.62044
H -0.07992 -2.75289 -1.80798
H -0.99085 1.28813 0.13662
H -1.46309 -0.77699 3.12695
H -1.35818 -0.28215 0.36963
H -0.63043 4.43197 0.11253
H -2.11335 4.34412 0.52022
O -1.36657 3.82555 0.20602
*
```

***

[5]
Formula: CH4N2O2S
Source: OMol25
Level of theory: wB97M-V/def2-TZVPD

gap between HOMO and LUMO = 10.07 eV
molar mass = 108.1 g mol⁻¹
HOMO level = -10.03 eV
maximum force = 4.14 eV Å⁻¹

Geometry as ORCA input:
```
! wB97M-V def2-TZVPD RIJCOSX def2/J DEFGRID3
* xyz 0 1
C 1.54873 -0.68455 -0.03416
N -2.09808 1.24329 0.30455
N 2.74354 -0.20432 -0.18702
O 0.35301 -0.01969 -0.15907
O -1.85888 -0.99209 -0.89931
S -1.43808 -0.33350 0.30554
H 1.43236 -1.68626 0.42183
H -2.58943 1.55929 -0.51617
H -1.48878 2.00011 0.66728
H 3.39560 -0.88227 0.09653
*
```

***

Which energy above the lowest of the compared OMol25 structures with the same formula, charge and spin belongs to each record? In order, 1.8869; 0.8546; 1.4111; 6.1822; 1.8581 eV.